(1)
6 unconnected molecules or ions with the total composition C15H35FN5O5, computed with wB97M-V/def2-TZVPD.

Output
LUMO level: 2.781 eV
Electronic energy: -36531.1741 eV
Total charge: -1
Frontier orbital gap: 8.36 eV

Geometry (Å):
N (0.9376, -2.5482, 0.8511)
H (-0.9463, -1.0628, -2.7897)
C (3.0575, -1.7660, 1.6766)
N (1.7739, -0.1401, -1.8473)
H (4.1689, 3.3162, 0.4510)
H (2.8145, 1.6573, 1.9189)
H (0.5521, -1.6512, 1.1755)
H (2.2493, 1.5520, -4.0175)
C (-4.7372, 0.4123, -3.7609)
C (2.3624, 4.0583, 0.2011)
H (0.5724, 1.9546, -4.0942)
H (-1.3443, -1.2077, -1.0513)
C (-2.3681, -2.0965, 4.1273)
O (-2.9577, 0.7485, -1.6242)
C (0.0043, -3.4438, 0.1994)
H (-0.9783, -3.0001, 0.0735)
H (3.1041, -1.8078, -1.8801)
H (-5.1659, 0.0190, -4.6781)
F (-0.3840, -0.2702, 1.2073)
H (-4.4745, 1.4630, -3.8938)
C (1.2510, 1.1307, -3.8817)
H (-1.9231, -2.8813, 3.5239)
N (3.2175, 3.0057, 0.3429)
H (3.3738, -0.5500, -3.1399)
H (1.9091, 1.3377, 0.5022)
H (-0.1993, -4.1824, 0.9878)
H (-2.1570, -2.2638, -2.1723)
H (2.0226, -1.6638, -3.2255)
H (-3.4294, -2.3236, 4.2826)
C (-2.8057, -0.2105, -2.3478)
H (-5.4005, 0.3617, -2.8970)
C (3.0204, 5.3998, -0.0546)
H (3.1654, 5.9600, 0.8706)
C (-2.8453, 0.3386, 3.8471)
H (-4.4135, 1.2065, 4.9231)
H (-3.3829, -1.1445, -4.0990)
C (2.2062, -2.8715, 1.0739)
H (3.6111, 0.9185, 0.5603)
O (-2.6363, 1.3840, 3.2670)
N (-3.5377, -0.3668, -3.4839)
O (0.3507, 1.5729, -1.6810)
H (0.4073, -3.8686, -0.7149)
H (1.5579, -0.2318, -0.8609)
H (3.4789, -2.0146, 2.6496)
C (-3.8867, 0.2557, 4.9555)
H (-1.3764, -0.6709, 2.8990)
H (3.8200, -1.4211, 0.9836)
O (2.7087, -3.9629, 0.7825)
C (-1.7400, -1.2567, -2.0643)
C (2.8905, 1.6913, 0.8239)
H (2.3571, -0.9551, 1.9105)
H (1.0792, 0.2200, -4.4490)
H (3.9920, 5.3654, -0.5582)
N (-2.1658, -0.8014, 3.5458)
H (-3.4308, 0.2028, 5.9457)
H (-2.0048, -2.1404, 5.1671)
O (1.1668, 4.0128, 0.3753)
H (-4.5481, -0.5889, 4.7660)
H (2.3756, 6.0099, -0.6841)
C (1.0457, 0.8834, -2.3878)
C (2.6351, -1.0736, -2.5287)



(2)
A gas-phase ion, C4H10NO2 (charge -1), computed with wB97M-V/def2-TZVPD.

Output
LUMO level: 3.947 eV
Electronic energy: -9894.2577 eV
Total charge: -1
Frontier orbital gap: 6.64 eV
SMILES: N[C@@H](C[O-])CCO

Geometry (Å):
C (-0.2877, -0.4324, 0.4188)
H (1.6698, 1.9818, -0.8587)
C (-0.2602, -1.9623, 0.2449)
O (-0.1230, 2.4889, -0.1057)
H (1.8914, -0.2782, 0.0180)
H (0.6753, -2.4063, 0.7106)
C (0.9281, 0.1912, -0.2780)
H (-0.9434, 2.0348, -0.2892)
N (-1.6431, 0.0883, 0.0122)
H (1.5394, 1.8161, 0.9843)
H (0.7407, 0.0921, -1.3640)
H (-1.5267, 0.2077, -1.0002)
H (-0.1820, -0.1150, 1.5199)
O (-0.3758, -2.2618, -1.0593)
C (1.0508, 1.7217, 0.0106)
H (-1.0507, -2.3407, 0.9892)
H (-2.1029, -0.8260, 0.0464)



Relative energy (zero: lowest compared OMol25 entry of this formula, charge and spin) (computed, kJ/mol): 349.4; 307.6